Formula: C3H15NO3
Source: OMol25
Level of theory: ωB97M-V/def2-TZVPD

Geometry as XYZ:
```
22
C3H15NO3, DFT ωB97M-V/def2-TZVPD
C -1.889 -1.037 -1.346
N -0.891 -0.168 -0.702
C -0.533 -0.678 0.662
C 0.153 0.118 -1.692
H -1.622 -2.006 -1.737
H -2.456 -0.474 -2.135
H -2.801 -1.054 -0.698
H -1.198 -1.457 0.995
H 0.549 -0.959 0.800
H -0.617 0.286 1.219
H 1.070 0.743 -1.387
H -0.300 0.567 -2.587
H 0.850 -0.720 -1.832
O 1.870 1.692 0.336
H 0.922 1.492 0.527
H 2.490 1.057 0.724
O -1.194 2.387 0.529
H -1.192 3.049 -0.173
H -1.311 1.584 -0.070
O 2.104 -2.435 1.846
H 1.565 -2.950 1.216
H 1.422 -1.900 2.266
```

Results
- Structure (SMILES): CN(C)C.O.O.O
- Relative energy (zero: lowest compared OMol25 entry of this formula, charge and spin): 56.4 kcal per mole
- Total charge: 0
- Orbital gap: 9.65 eV
- M: 113.16 g mol⁻¹